Record 1
Entry from the OMol25 dataset: a 7-piece molecular cluster, C22H49ClFNO17S4 overall at a distorted geometry (wB97M-V/def2-TZVPD).

Geometry as XYZ:
```
95
Properties=species:S:1:pos:R:3:forces:R:3:mulliken_charge:R:1
C -19.3318 26.9781 17.1253 0.44 0.41 0.21 -1.48
C -20.3507 26.1471 17.8710 -0.13 1.13 1.02 0.31
C -20.1418 24.6493 17.8174 -0.79 -0.70 0.61 -0.56
O -21.2080 24.0256 18.5125 -0.67 0.84 0.08 -0.39
C -21.1340 22.6157 18.6517 0.46 -0.01 0.47 -0.18
N -20.3640 26.5977 19.3598 0.37 -0.70 -0.18 -0.16
H -19.4721 26.5370 19.8298 1.35 -0.10 -0.01 0.09
H -20.7016 27.5345 19.5288 -0.30 0.29 -0.26 0.40
H -20.8740 25.9535 19.9471 -0.90 -0.53 -0.02 0.35
H -18.3319 26.9928 17.5591 0.18 -0.89 -0.05 0.23
H -19.5496 28.0448 17.1786 -0.65 0.03 -0.33 0.47
H -19.3182 26.6428 16.0882 0.22 0.20 0.04 0.46
H -21.3372 26.4891 17.5581 -0.15 -0.65 -0.25 0.35
H -19.2192 24.3867 18.3350 0.48 0.03 -0.31 0.25
H -20.1760 24.2851 16.7906 0.48 0.27 -0.26 0.49
H -21.9155 22.3181 19.3508 0.09 0.09 -0.18 0.17
H -20.1676 22.3714 19.0927 0.09 -0.27 0.07 -0.19
H -21.2450 22.0601 17.7205 -0.05 0.22 -0.24 0.34
Cl -17.6601 24.8488 21.4094 -0.71 -1.56 0.84 1.44
O -18.7761 25.6223 21.8731 -1.23 0.98 0.04 -0.80
O -17.4542 25.2101 20.0109 -0.01 -0.64 0.01 -0.66
O -16.5184 25.1472 22.1951 1.02 0.35 0.01 -0.53
O -18.0045 23.4359 21.6390 0.42 1.02 -1.26 -0.43
O -14.3791 22.1794 25.2229 -0.68 -0.60 0.05 -0.65
S -15.5627 21.3647 25.0475 0.02 -0.08 -1.36 1.14
O -15.5820 19.9865 25.5078 -0.48 1.96 -0.06 -0.61
O -16.8165 22.2066 25.6719 0.50 -1.90 0.03 -0.33
C -16.8383 23.6383 25.6768 0.10 0.29 -0.29 0.29
C -17.6524 24.1309 26.8508 0.86 -0.20 0.59 -1.56
C -15.9890 21.3633 23.2315 0.22 0.42 1.63 -0.63
H -17.2672 23.9578 24.7271 0.10 0.12 -0.10 -0.01
H -15.8149 23.9991 25.7795 -0.03 0.07 -0.21 0.51
H -17.6343 25.2207 26.8383 -0.56 0.04 -0.25 0.37
H -17.0965 23.8962 27.7586 -0.07 -0.26 0.15 0.46
H -18.6388 23.6792 26.9561 -0.03 0.29 -0.28 0.29
H -15.2821 20.7163 22.7120 -0.06 0.03 0.21 0.47
H -15.8730 22.4091 22.9471 -0.10 -0.11 -0.21 0.20
H -17.0216 21.0344 23.1145 0.19 -0.01 0.03 0.05
O -13.4397 31.2642 24.1644 -1.53 -0.58 0.46 -0.62
S -14.6264 30.6568 24.7522 0.22 0.08 0.30 1.15
O -15.9579 31.2678 24.5991 2.69 -1.64 0.27 -0.60
O -14.7112 29.0882 24.2329 -2.29 2.54 0.56 -0.23
C -13.5507 28.3639 24.0385 1.82 -0.08 -0.93 -0.16
C -13.8747 26.9897 23.5563 0.60 -0.89 0.86 -1.10
C -14.2594 30.3076 26.5479 -0.95 0.31 -0.69 -0.90
H -12.9486 28.3145 24.9458 0.01 -0.01 0.24 0.34
H -12.9303 28.8371 23.2774 0.03 0.38 0.04 0.27
H -14.1880 26.3931 24.4130 -0.79 -0.12 -0.25 0.28
H -12.9063 26.5329 23.3523 0.06 -0.05 -0.53 0.42
H -14.5336 26.9177 22.6909 -0.01 0.06 0.26 0.21
H -14.6019 29.2805 26.6744 0.22 0.08 0.19 0.28
H -14.8874 30.9612 27.1533 -0.08 0.03 -0.22 0.38
H -13.2246 30.4702 26.8493 -0.02 -0.15 -0.59 0.31
O -19.8425 19.2737 19.4636 1.91 -0.44 2.34 -0.58
S -19.0227 18.8813 20.6367 -1.01 1.60 -0.03 1.10
O -18.7732 17.5023 20.9001 0.16 0.19 -0.24 -0.61
O -17.5556 19.6639 20.6487 -1.56 -1.23 0.30 -0.29
C -17.3271 20.6473 19.6709 1.13 0.66 -2.02 0.66
C -16.5918 20.0781 18.4214 -0.26 0.66 0.48 -1.32
C -19.6808 19.6534 22.1848 0.65 -0.07 -0.44 -0.67
H -16.6602 21.4204 20.0526 -0.19 -0.13 0.68 0.28
H -18.2415 21.1650 19.3809 -0.13 -0.27 0.05 -0.36
H -17.0613 19.1656 18.0538 0.13 0.09 -0.08 0.34
H -15.5217 19.9590 18.5909 -0.10 -0.58 0.46 0.35
H -16.5699 20.8537 17.6558 -0.53 -0.01 -0.24 0.36
H -20.6705 19.2897 22.4611 -0.04 0.13 -0.57 0.44
H -19.6004 20.7350 22.0766 -0.47 0.00 -0.30 -0.04
H -19.0345 19.4312 23.0339 0.33 -0.46 -0.33 0.38
O -13.7269 29.3781 15.4308 0.46 -0.11 0.13 -0.58
S -14.9155 28.6088 15.5634 -1.82 -0.83 1.12 1.12
O -15.4752 27.8972 14.4356 0.57 0.47 1.39 -0.60
O -14.7938 27.5145 16.8325 -0.45 1.65 -1.98 -0.27
C -13.9704 27.9186 17.9324 0.73 -1.77 1.48 -0.34
C -14.4004 27.0464 19.1772 0.29 0.21 -0.68 -0.70
C -16.2098 29.6953 16.2724 0.49 -0.04 -1.51 -0.74
H -13.8939 28.9826 18.1563 -0.76 0.12 -0.26 0.44
H -12.9552 27.6191 17.6723 0.11 0.12 0.02 0.25
H -14.0674 27.4965 20.1124 -0.10 0.19 -0.08 0.26
H -13.9531 26.0527 19.1505 0.31 0.09 -0.28 0.35
H -15.4616 26.8044 19.2352 -0.16 0.60 -0.09 -0.01
H -16.3783 30.4643 15.5185 0.28 0.05 -0.22 0.40
H -15.8524 30.2332 17.1505 -0.25 -0.63 0.24 0.34
H -17.1489 29.1419 16.2683 0.25 -0.12 0.77 0.09
F -22.5887 22.2555 21.6125 -0.19 0.10 -1.02 -0.31
C -22.1597 22.1426 22.8499 0.65 -0.12 4.35 0.23
C -22.7198 21.1895 23.7286 0.32 0.63 -0.10 -0.35
C -22.3895 21.1436 25.1242 -0.09 1.30 -2.33 -0.55
C -21.4937 22.0998 25.6020 0.73 0.05 -0.43 -0.60
C -20.7612 22.9703 24.7241 -2.82 -1.03 0.31 -0.18
C -21.2251 23.0553 23.4068 0.64 -0.59 -0.95 -0.36
H -23.5188 20.5838 23.3271 0.03 -0.36 0.04 0.42
H -22.9619 20.4465 25.7181 0.22 0.13 0.35 0.44
H -21.3817 22.2234 26.6690 0.37 -0.25 0.12 0.37
H -20.0642 23.6805 25.1438 0.07 0.01 -0.23 0.42
H -20.7777 23.7812 22.7441 0.12 0.15 -0.13 0.43
```
Forces are in eV/Å.

Properties
- energy relative to the best compared isomer or geometry (same formula, charge and spin) (kJ/mol) = 207.1
- E_HOMO (eV) = -9.31
- largest force on an atom (Eh/bohr) = 0.0856
- multiplicity = 1
- E (eV) = -118475.2158
- net charge = 0

***

Record 2
Entry from the OMol25 dataset: a 8-piece molecular cluster, C22H49F3NO16S5 overall at a distorted geometry (wB97M-V/def2-TZVPD).

Geometry as XYZ:
```
96
Properties=species:S:1:pos:R:3:forces:R:3:mulliken_charge:R:1
N -0.3215 0.2599 -0.2626 -0.38 0.23 1.31 1.56
H -1.2013 0.0859 -0.7527 0.49 -0.28 -0.06 0.28
H -0.0686 1.2614 -0.4318 0.20 0.91 -0.53 -0.07
H 0.4678 -0.2932 -0.5733 -0.38 -0.26 -0.24 0.16
H -0.4605 0.1457 0.7654 -0.06 0.05 -0.54 0.30
C -0.2328 2.0433 4.1259 -0.55 -1.35 -0.37 0.41
F 0.2563 2.0655 5.3596 0.34 0.04 0.48 -0.24
F -1.2307 2.9138 4.0659 -0.50 0.19 0.01 -0.25
F 0.7036 2.4654 3.2834 0.64 0.06 -0.30 -0.15
S -0.8121 0.2835 3.6733 0.42 0.39 0.00 1.19
O -1.2745 0.4815 2.2978 -0.20 -0.08 0.58 -0.83
O 0.3642 -0.5713 3.7601 -0.12 0.58 0.03 -0.80
O -1.8292 0.0255 4.6663 0.08 0.10 -0.25 -0.58
C 1.4550 4.8567 -1.5423 0.44 -0.94 -0.09 -1.71
C 0.9534 3.7729 -0.5698 -0.76 -0.02 -0.34 1.16
C 0.0557 4.4298 0.4816 0.00 0.81 -0.04 -1.56
O 0.2757 2.7750 -1.2293 0.28 -0.50 0.08 -0.50
H 2.1723 4.3905 -2.2292 0.10 0.04 0.06 0.29
H 1.9807 5.6372 -0.9872 -0.25 0.37 -0.27 0.44
H 0.6306 5.1691 -2.1851 -0.09 0.46 0.31 0.30
H 1.8604 3.3991 -0.0451 0.14 -0.09 0.19 -0.50
H -0.7564 4.9818 -0.0069 -0.15 -0.37 -0.22 0.36
H 0.5681 5.2364 1.0240 0.20 -0.35 0.32 0.42
H -0.3790 3.6985 1.1608 0.09 0.02 0.08 0.19
O -2.2299 -0.3295 -2.1804 -0.49 -0.05 -1.06 -0.72
S -2.8582 -0.2615 -3.4807 0.14 0.58 -0.42 1.04
O -4.1191 -0.9159 -3.6643 0.38 0.33 -0.15 -0.68
O -3.0334 1.2952 -3.9250 -0.13 -1.82 0.25 -0.47
C -2.2613 2.2699 -3.2267 0.39 1.26 1.99 0.15
C -2.9798 2.6970 -1.9193 0.07 -0.12 -0.81 -0.68
C -1.6975 -0.7564 -4.7873 -0.82 0.39 1.46 -0.62
H -2.2001 3.1151 -3.9118 0.01 -0.06 0.00 0.45
H -1.2462 1.9892 -2.9218 -0.03 -0.41 -0.49 -0.19
H -3.9935 2.9383 -2.2425 -0.15 0.22 0.52 0.41
H -2.4716 3.5188 -1.4154 0.00 0.22 -0.45 0.12
H -2.9910 1.9207 -1.1560 -0.13 -0.31 -0.31 -0.01
H -1.4829 -1.8059 -4.6108 0.19 0.00 -0.18 0.33
H -0.8483 -0.1102 -4.5860 0.22 -0.21 -0.34 -0.10
H -2.1985 -0.5485 -5.7255 0.09 -0.07 -0.08 0.42
O -5.1965 -3.7094 2.5968 -0.04 0.90 -0.14 -0.62
S -5.4423 -2.3878 2.0620 0.08 0.41 -0.59 1.30
O -6.6328 -2.1460 1.2968 0.25 -0.22 0.34 -0.70
O -5.4989 -1.2786 3.2354 0.25 -0.75 -0.96 -0.37
C -4.4601 -1.3553 4.2186 -0.32 -0.85 2.25 0.25
C -4.8753 -2.2987 5.3674 0.70 -0.67 -0.89 -1.28
C -4.0386 -1.7782 1.0750 -0.95 -0.13 1.11 -0.72
H -4.3712 -0.3878 4.7036 0.20 0.33 -0.77 0.36
H -3.4948 -1.6980 3.8553 -0.07 0.34 -0.45 -0.06
H -4.9632 -3.3218 4.9941 -0.49 0.13 -0.13 0.32
H -5.8026 -1.9710 5.8291 0.10 -0.03 0.24 0.31
H -4.0290 -2.4062 6.0505 -0.22 0.60 0.35 0.38
H -3.8206 -2.4541 0.2580 -0.15 -0.06 -0.02 0.23
H -3.1902 -1.6841 1.7487 0.14 0.13 -0.21 0.17
H -4.4280 -0.8180 0.7473 0.34 0.08 -0.17 0.39
O 2.2324 -0.3626 0.1631 0.25 -0.27 0.37 -0.57
S 3.3585 -0.6293 1.0080 0.78 1.14 0.35 1.12
O 3.7358 -1.9599 1.3778 -0.12 0.46 -0.41 -0.76
O 4.6473 0.0136 0.2518 -0.70 -0.93 0.58 -0.47
C 4.6014 1.3762 -0.1488 1.05 0.92 -1.08 0.76
C 5.7391 2.1123 0.5665 -0.55 0.06 0.85 -1.50
C 3.2566 0.4052 2.4813 -0.11 -0.47 -0.66 -0.43
H 3.6182 1.8537 -0.1231 -0.07 -0.22 0.75 -0.44
H 4.8244 1.4440 -1.2214 0.04 -0.58 -0.01 0.36
H 6.5753 1.4472 0.7797 0.01 -0.17 -0.46 0.35
H 5.4196 2.4303 1.5635 -0.05 0.24 -0.11 0.29
H 6.1019 2.9781 0.0151 -0.14 0.01 -0.03 0.42
H 4.0832 0.1648 3.1439 -0.03 -0.18 -0.04 0.39
H 2.2867 0.1630 2.9135 -0.05 0.01 0.23 0.00
H 3.2994 1.4544 2.1973 -0.16 -0.04 -0.13 0.19
O 1.9594 -1.0621 -4.7517 -0.13 0.20 0.26 -0.71
S 1.8755 -0.5188 -3.4243 0.74 0.99 1.37 0.79
O 0.7234 -0.7548 -2.5999 0.61 -0.53 -0.62 -0.24
O 3.1884 -1.0025 -2.5793 -0.98 -0.08 -0.62 0.01
C 4.3493 -1.2559 -3.3754 0.60 -0.39 -1.19 -0.41
C 5.5499 -1.4645 -2.4886 0.05 0.47 0.18 -0.99
C 2.1463 1.2578 -3.3793 0.21 -0.72 -0.02 -0.59
H 4.4741 -0.4716 -4.1304 0.18 0.34 0.38 0.41
H 4.2376 -2.1410 -4.0102 -0.48 -0.15 0.35 0.30
H 6.4266 -1.7586 -3.0660 -0.18 -0.20 -0.21 0.45
H 5.3119 -2.2440 -1.7663 0.17 0.10 0.15 0.26
H 5.8442 -0.5449 -1.9811 -0.21 -0.13 0.24 0.09
H 3.0941 1.4721 -3.8704 -0.24 0.11 -0.43 0.48
H 2.2193 1.5990 -2.3464 -0.41 -0.30 0.12 -0.24
H 1.2545 1.7082 -3.8088 0.22 0.21 -0.19 0.40
C 0.0363 -3.8445 1.6228 -0.15 0.15 0.57 -0.34
C 0.1129 -3.8807 0.2452 0.73 -0.63 0.26 -0.39
C -0.9714 -4.2803 -0.5047 0.09 0.22 -0.28 -0.43
C -2.1777 -4.5649 0.1197 -0.11 0.63 -0.27 -0.50
C -2.2810 -4.5016 1.5059 0.46 -0.29 -0.12 -0.22
C -1.1533 -4.1748 2.2659 -0.36 -0.27 -0.32 -0.60
H 0.9187 -3.5513 2.1781 -0.09 -0.05 0.15 0.39
H 1.0980 -3.7609 -0.1912 -0.17 0.37 -0.26 0.40
H -0.8284 -4.3259 -1.5775 -0.37 -0.07 -0.06 0.36
H -3.0552 -4.6820 -0.5075 -0.05 -0.45 0.17 0.39
H -3.2257 -4.7352 1.9769 0.05 0.08 0.08 0.55
H -1.2290 -4.2427 3.3431 0.14 0.30 0.06 0.40
```
Forces are in eV/Å.

Properties
- E_HOMO (eV) = -5.07
- largest force on an atom (Eh/bohr) = 0.0473
- multiplicity = 1
- E (eV) = -120188.4319
- net charge = -1

***

> What is the formula in the second record?

C22H49F3NO16S5

***

> Among the records above, which one has the lowest E_HOMO?

C22H49ClFNO17S4

***

> What is the formula in the first record?

C22H49ClFNO17S4

***

> Among the records above, which one has the lowest E_HOMO?

C22H49ClFNO17S4